Entry from the Open Molecules 2025 dataset: a cluster of 7 separate species, C8H30N14O8P in total (ωB97M-V with the def2-TZVPD basis set).

Structure (ORCA input):
```
! RIJCOSX wB97M-V def2-TZVPD def2/J DEFGRID3
* xyz -1 1
N -3.007 -0.695 0.264
P -1.992 0.592 0.451
N -0.478 0.165 1.293
C 0.366 -0.829 0.536
C 0.104 -0.893 -1.081
O 0.952 -0.196 -1.887
O -0.936 -1.671 -1.776
H -3.166 -0.765 -0.774
H -2.669 1.586 1.275
H -1.742 1.179 -0.847
H -0.778 -0.291 2.207
H 0.321 -1.921 1.010
H 1.500 -0.487 0.686
C 1.896 -4.436 1.981
O 1.655 -3.244 1.868
N 2.344 -4.982 3.126
N 1.734 -5.310 0.971
H 2.548 -5.960 3.238
H 2.479 -4.358 3.911
H 1.398 -4.940 0.091
H 1.927 -6.294 1.045
C 2.435 -2.538 -5.196
O 3.073 -3.310 -5.896
N 1.862 -2.912 -4.038
N 2.249 -1.246 -5.521
H 1.333 -2.291 -3.448
H 1.978 -3.876 -3.756
H 2.664 -0.924 -6.386
H 1.727 -0.596 -4.958
C -1.991 -5.213 2.542
O -1.169 -6.116 2.525
N -3.198 -5.340 3.122
N -1.762 -4.011 1.984
H -3.888 -4.608 3.146
H -3.410 -6.230 3.554
H -0.865 -3.873 1.538
H -2.426 -3.255 1.989
C -0.485 4.555 -1.678
O -1.300 5.447 -1.853
N 0.702 4.762 -1.079
N -0.701 3.286 -2.068
H 1.386 4.040 -0.926
H 0.904 5.703 -0.771
H -1.583 3.087 -2.522
H -0.042 2.538 -1.932
C -2.795 -0.168 4.323
O -2.157 -0.939 3.624
N -3.368 -0.541 5.482
N -2.981 1.124 3.998
H -3.896 0.080 6.071
H -3.252 -1.506 5.763
H -2.566 1.446 3.134
H -3.503 1.775 4.562
C 3.068 7.891 -2.510
O 3.650 7.220 -1.672
N 3.288 7.757 -3.830
N 2.154 8.824 -2.188
H 2.819 8.300 -4.535
H 3.969 7.065 -4.115
H 1.958 8.956 -1.204
H 1.664 9.386 -2.863
*
```

For the highest occupied orbital energy, the calculation gives -0.1607 hartree. Its energy is -55317.793 eV.


Entry from the Open Molecules 2025 dataset: a cluster of 6 separate species, C8H31BO9 in total (ωB97M-V with the def2-TZVPD basis set).

Structure (ORCA input):
```
! RIJCOSX wB97M-V def2-TZVPD def2/J DEFGRID3
* xyz 0 1
O -6.488 -12.059 -29.846
H -6.403 -12.400 -28.886
H -6.242 -11.113 -29.753
H -7.418 -12.111 -30.215
B -6.438 -13.372 -27.231
H -6.298 -12.228 -27.319
H -7.558 -13.589 -27.097
H -6.179 -13.796 -28.265
H -5.685 -13.692 -26.442
C -4.308 -16.045 -25.307
C -4.170 -16.172 -26.811
O -3.921 -14.904 -27.403
O -4.352 -17.276 -24.609
H -5.158 -15.441 -24.989
H -3.369 -15.528 -25.093
H -5.049 -16.607 -27.305
H -3.259 -16.710 -27.080
H -4.690 -14.311 -27.180
H -5.232 -17.657 -24.643
C -8.336 -16.747 -30.951
C -7.243 -16.007 -30.141
O -7.896 -14.901 -29.572
O -8.619 -16.104 -32.222
H -9.269 -16.855 -30.390
H -8.191 -17.820 -31.124
H -6.483 -15.651 -30.842
H -6.853 -16.684 -29.379
H -7.387 -14.563 -28.812
H -9.558 -16.255 -32.355
C -8.471 -12.632 -32.754
C -9.503 -12.437 -31.646
O -9.125 -12.073 -30.332
O -7.341 -13.415 -32.295
H -7.998 -11.686 -33.014
H -8.943 -13.190 -33.559
H -10.124 -13.343 -31.579
H -10.345 -11.786 -31.925
H -9.878 -11.764 -29.830
H -7.794 -14.265 -32.154
C -6.521 -8.641 -29.610
C -5.219 -8.892 -30.314
O -4.590 -10.133 -29.955
O -7.472 -9.497 -30.189
H -6.858 -7.644 -29.922
H -6.473 -8.738 -28.521
H -4.530 -8.061 -30.127
H -5.342 -8.915 -31.401
H -3.800 -10.156 -30.502
H -8.371 -9.276 -29.937
*
```

For the highest occupied orbital energy, the calculation gives -0.3205 hartree. Its energy is -27896.908 eV.


Entry from the Open Molecules 2025 dataset: a cluster of 7 separate species, C8H31NO7 in total (ωB97M-V with the def2-TZVPD basis set).

Structure (ORCA input):
```
! RIJCOSX wB97M-V def2-TZVPD def2/J DEFGRID3
* xyz 0 1
C 14.093 -4.459 -10.271
O 14.599 -5.753 -9.969
C 15.895 -5.671 -9.390
C 16.541 -7.046 -9.403
C 15.738 -8.066 -8.609
N 17.916 -6.882 -8.947
H 14.005 -3.883 -9.341
H 13.081 -4.518 -10.673
H 14.721 -3.919 -10.980
H 16.522 -5.021 -10.014
H 15.878 -5.201 -8.399
H 16.564 -7.357 -10.450
H 16.233 -9.042 -8.631
H 14.722 -8.201 -8.984
H 15.675 -7.820 -7.543
H 18.391 -7.777 -8.968
H 17.956 -6.582 -7.978
C 11.234 -8.265 -14.828
C 10.060 -9.175 -15.175
O 10.217 -9.788 -16.439
H 11.203 -7.824 -13.830
H 11.250 -7.441 -15.547
H 12.177 -8.818 -14.829
H 9.147 -8.573 -15.140
H 9.995 -9.963 -14.424
H 10.706 -9.188 -17.010
C 13.863 -5.542 -15.630
C 13.842 -6.382 -16.910
O 15.189 -6.677 -17.302
H 14.521 -4.682 -15.737
H 14.179 -6.181 -14.809
H 12.854 -5.188 -15.391
H 13.298 -5.886 -17.718
H 13.372 -7.340 -16.699
H 15.520 -5.901 -17.762
O 12.317 -7.091 -9.018
H 13.019 -6.484 -9.308
H 12.253 -6.985 -8.066
O 13.811 -7.135 -12.326
H 12.852 -7.085 -12.419
H 14.007 -6.780 -11.447
O 16.317 -7.811 -13.405
H 15.366 -7.722 -13.233
H 16.564 -8.641 -12.991
O 10.733 -7.070 -11.356
H 9.932 -6.574 -11.171
H 11.246 -7.020 -10.532
*
```

For the highest occupied orbital energy, the calculation gives -0.3592 hartree. Its energy is -24620.819 eV.


Entry from the Open Molecules 2025 dataset: a cluster of 8 separate species, C8H31O8 in total (ωB97M-V with the def2-TZVPD basis set).

Structure (ORCA input):
```
! RIJCOSX wB97M-V def2-TZVPD def2/J DEFGRID3
* xyz -1 1
C 5.300 -4.479 27.073
O 4.315 -5.158 26.286
H 5.134 -4.470 28.150
H 6.311 -4.847 26.899
H 5.411 -3.429 26.804
C 0.776 -7.147 31.067
O 1.291 -7.781 29.929
H -0.269 -6.896 30.882
H 0.744 -7.815 31.928
H 1.257 -6.200 31.310
H 1.646 -7.101 29.352
C 8.231 1.579 27.159
O 8.785 2.847 27.219
H 8.568 0.936 27.972
H 7.141 1.560 27.181
H 8.590 1.105 26.246
H 8.753 3.262 26.353
C 0.990 -0.942 26.210
O 0.627 -2.116 26.880
H 0.481 -0.780 25.260
H 0.680 -0.142 26.882
H 2.047 -0.728 26.050
H 1.167 -2.809 26.494
C -0.499 -9.366 24.578
O 0.303 -9.944 23.628
H -0.123 -8.390 24.887
H -1.500 -9.287 24.154
H -0.555 -9.948 25.497
H -0.032 -10.795 23.337
C 8.722 -4.201 32.631
O 9.917 -4.055 31.911
H 8.920 -4.736 33.560
H 8.257 -3.238 32.843
H 8.058 -4.874 32.088
H 10.085 -4.918 31.525
C 10.440 -7.170 23.596
O 9.633 -6.914 22.460
H 9.991 -6.862 24.539
H 10.636 -8.242 23.605
H 11.404 -6.672 23.491
H 10.130 -6.609 21.696
C 5.658 -1.560 21.497
O 6.385 -2.728 21.578
H 6.113 -0.848 20.808
H 4.620 -1.706 21.198
H 5.767 -1.029 22.443
H 7.305 -2.467 21.662
*
```

For the highest occupied orbital energy, the calculation gives -0.0696 hartree. Its energy is -25173.179 eV.


Entry from the Open Molecules 2025 dataset: a structure of composition C8H32B2O32 (ωB97M-V with the def2-TZVPD basis set).

Structure (ORCA input):
```
! RIJCOSX wB97M-V def2-TZVPD def2/J DEFGRID3
* xyz -2 1
O 14.238 37.515 3.110
C 14.308 37.344 4.378
O 13.928 38.215 5.258
B 14.419 37.739 6.555
O 15.018 36.417 6.335
C 14.897 36.189 5.035
O 15.170 35.146 4.540
O 13.271 37.555 7.507
C 13.454 38.447 8.351
O 12.545 38.849 9.009
C 14.721 38.990 8.264
O 15.307 38.632 7.235
O 15.289 39.521 9.211
O 10.596 40.016 2.468
C 10.241 39.334 3.455
O 10.175 38.033 3.469
B 10.195 37.582 4.850
O 10.086 38.894 5.579
C 10.072 39.793 4.675
O 9.946 40.971 5.010
O 11.497 36.852 5.163
C 11.177 35.705 5.476
O 11.910 34.765 5.680
C 9.665 35.582 5.588
O 9.125 36.642 5.240
O 9.034 34.597 5.710
O 15.897 33.705 1.290
H 15.493 33.465 2.145
H 16.659 34.373 1.575
O 13.783 35.662 1.294
H 13.879 35.938 2.131
H 14.364 34.961 1.249
O 10.815 41.174 10.607
H 11.665 41.460 10.786
H 10.740 40.590 9.797
O 14.837 34.605 8.482
H 15.126 33.786 8.235
H 15.059 35.082 7.763
O 16.570 37.489 10.894
H 16.262 38.399 10.464
H 16.593 37.613 11.827
O 16.168 42.068 6.777
H 16.309 41.198 6.473
H 16.804 42.487 6.156
O 13.932 32.967 3.307
H 13.888 32.374 3.930
H 14.247 33.707 3.834
O 12.715 37.408 0.119
H 12.826 38.137 0.637
H 13.210 36.658 0.570
O 16.143 40.347 2.009
H 15.816 39.524 1.660
H 15.249 40.970 2.214
O 10.251 36.742 8.617
H 10.759 37.547 8.435
H 9.349 37.000 8.611
O 13.479 39.463 1.160
H 13.853 38.586 1.561
H 12.594 39.608 1.473
O 16.307 37.674 0.794
H 17.153 37.786 0.624
H 16.241 36.801 1.195
O 12.441 37.820 11.731
H 13.046 37.037 11.619
H 12.163 38.162 10.849
O 18.762 37.941 8.086
H 19.393 38.533 7.806
H 17.826 38.085 7.693
O 13.809 41.617 10.981
H 13.975 40.819 11.482
H 14.346 41.326 10.304
O 17.680 33.648 4.848
H 17.819 33.029 5.627
H 16.889 34.038 5.030
*
```

For the highest occupied orbital energy, the calculation gives -0.1718 hartree. Its energy is -75697.514 eV.


Entry from the Open Molecules 2025 dataset: a cluster of 18 separate species, C8H32B2O32 in total (ωB97M-V with the def2-TZVPD basis set).

Structure (ORCA input):
```
! RIJCOSX wB97M-V def2-TZVPD def2/J DEFGRID3
* xyz -2 1
O -0.053 -2.269 5.272
C -0.401 -1.428 4.475
O -0.406 -0.231 4.767
B -1.316 0.449 3.780
O -1.544 -0.617 2.806
C -1.052 -1.654 3.255
O -1.179 -2.769 2.674
O -0.686 1.688 3.176
C -1.486 2.662 3.346
O -1.519 3.693 2.729
C -2.649 2.199 4.011
O -2.606 0.972 4.318
O -3.553 2.989 4.304
O 3.242 -2.271 -0.739
C 2.226 -1.758 -0.190
O 1.542 -0.813 -0.648
B 1.038 -0.073 0.531
O 1.365 -0.937 1.691
C 1.931 -1.941 1.183
O 1.984 -3.034 1.744
O 1.577 1.256 0.646
C 0.651 2.073 0.644
O 0.894 3.227 0.366
C -0.573 1.434 0.360
O -0.429 0.153 0.363
O -1.533 1.912 -0.237
O -0.055 0.616 -3.067
H -0.397 -0.169 -2.611
H 0.389 0.164 -3.767
O 2.296 4.847 -1.281
H 1.726 5.638 -1.244
H 2.208 4.460 -0.421
O -3.009 0.412 -2.221
H -2.632 0.449 -3.119
H -2.449 0.878 -1.593
O -0.760 -2.997 0.008
H -1.094 -3.921 0.017
H -0.888 -2.778 0.941
O -1.161 -1.602 -2.324
H -1.914 -1.011 -2.335
H -1.111 -1.945 -1.425
O 3.727 -0.878 -3.140
H 4.165 -0.796 -2.291
H 3.335 0.031 -3.092
O -1.542 5.002 0.257
H -0.925 4.404 -0.140
H -1.439 4.915 1.229
O -3.364 -0.601 0.232
H -3.356 -0.082 -0.553
H -2.516 -0.552 0.659
O 0.629 -5.323 2.466
H -0.018 -5.258 1.737
H 1.138 -4.520 2.512
O -3.128 3.440 -2.092
H -2.201 3.247 -2.234
H -3.263 4.173 -1.430
O 4.835 -4.093 -1.740
H 4.432 -3.377 -1.272
H 4.428 -4.760 -1.218
O -3.972 2.127 1.429
H -4.376 1.261 1.582
H -3.178 2.045 0.888
O -0.174 3.453 -2.463
H 0.745 3.478 -2.217
H -0.258 2.508 -2.727
O 1.481 -2.479 -3.541
H 1.400 -2.128 -4.450
H 2.287 -1.983 -3.353
O 2.812 -5.360 0.172
H 2.630 -4.848 0.943
H 2.213 -4.946 -0.450
O 2.475 1.441 -2.239
H 2.708 1.489 -1.309
H 1.657 1.013 -2.341
*
```

For the highest occupied orbital energy, the calculation gives -0.2154 hartree. Its energy is -75701.850 eV.


Entry from the Open Molecules 2025 dataset: a cluster of 8 separate species, C8H32N16O8 in total (ωB97M-V with the def2-TZVPD basis set).

Structure (ORCA input):
```
! RIJCOSX wB97M-V def2-TZVPD def2/J DEFGRID3
* xyz -1 2
C 0.397 1.175 -5.630
O 0.184 1.109 -6.800
N 1.386 1.842 -5.157
N -0.394 0.637 -4.819
H 2.039 2.275 -5.793
H 1.449 1.976 -4.158
H -1.126 0.131 -5.297
H -0.234 0.459 -3.837
C -0.329 -1.305 5.298
O -0.646 -2.455 5.542
N -0.312 -0.871 4.076
N -0.070 -0.419 6.208
H -0.012 0.090 3.996
H -0.495 -1.491 3.300
H -0.181 -0.802 7.136
H 0.569 0.361 6.176
C 2.060 4.265 -1.938
O 1.581 3.432 -1.282
N 1.305 4.845 -2.871
N 3.217 4.830 -1.649
H 0.303 4.869 -2.755
H 1.775 5.521 -3.457
H 3.616 5.657 -2.069
H 3.799 4.323 -0.997
C 0.055 -2.506 -2.820
O -0.997 -2.075 -3.140
N 1.232 -2.311 -3.275
N 0.143 -3.259 -1.742
H 2.025 -2.810 -2.897
H 1.280 -1.802 -4.146
H -0.744 -3.455 -1.301
H 0.952 -3.708 -1.338
C -2.216 -3.378 1.652
O -3.078 -2.977 0.828
N -0.931 -3.035 1.739
N -2.503 -4.117 2.641
H -0.354 -3.396 2.485
H -0.614 -2.275 1.154
H -1.886 -4.640 3.246
H -3.504 -4.074 2.766
C 0.251 0.577 0.144
O -0.315 -0.396 0.655
N 0.271 0.777 -1.151
N 0.884 1.485 0.847
H -0.536 0.438 -1.655
H 0.565 1.694 -1.456
H 0.847 1.385 1.852
H 1.182 2.365 0.453
C 2.207 1.610 4.797
O 1.344 1.520 4.003
N 2.087 2.048 5.974
N 3.317 0.958 4.663
H 2.914 2.005 6.553
H 1.293 2.651 6.135
H 3.468 0.536 3.758
H 3.848 1.026 5.520
C -4.442 -1.381 -2.228
O -5.485 -1.433 -1.571
N -3.372 -1.129 -1.694
N -4.392 -1.532 -3.550
H -3.375 -1.495 -0.752
H -2.641 -1.365 -2.351
H -5.218 -1.489 -4.131
H -3.443 -1.493 -3.893
*
```

Its expectation value of S² is 0.75. For the highest occupied orbital energy (alpha / beta), the calculation gives 0.0074 / -0.2377 hartree. Its energy is -49040.449 eV.


Entry from the Open Molecules 2025 dataset: a structure of composition C8H32O12Sr (ωB97M-V with the def2-TZVPD basis set).

Structure (ORCA input):
```
! RIJCOSX wB97M-V def2-TZVPD def2/J DEFGRID3
* xyz 2 1
Sr 0.739 0.028 0.434
O 3.175 -2.539 2.770
H 3.478 -3.382 2.433
H 3.625 -2.441 3.610
O 3.175 -2.163 -1.839
H 2.927 -2.536 -2.685
H 4.024 -2.559 -1.642
O -0.401 -0.118 4.072
H -0.300 -0.556 4.918
H -0.816 0.718 4.283
O 3.704 1.950 2.208
H 4.037 2.812 2.459
H 4.456 1.509 1.812
C -2.685 -0.206 -2.909
C -3.574 -0.805 -1.765
O -3.108 -0.325 -0.512
O -1.380 -0.635 -2.723
H -2.856 0.868 -2.829
H -3.008 -0.526 -3.899
H -3.495 -1.884 -1.901
H -4.629 -0.534 -1.816
H -3.793 -0.523 0.132
H -1.047 -0.327 -3.569
C -1.015 -6.624 1.990
C -1.560 -5.175 1.818
O -0.700 -4.414 0.928
O 0.340 -6.728 2.462
H -1.144 -7.298 1.144
H -1.631 -7.156 2.715
H -1.547 -4.748 2.820
H -2.592 -5.232 1.472
H -0.601 -4.834 0.070
H 0.874 -6.325 1.774
C -1.108 4.925 2.586
C -0.915 4.322 4.034
O -2.005 3.505 4.466
O -1.038 3.993 1.571
H -0.346 5.657 2.319
H -2.086 5.402 2.661
H -0.826 5.179 4.702
H 0.067 3.854 4.099
H -2.829 3.970 4.301
H -1.249 4.475 0.768
C 2.642 2.529 -4.490
C 1.741 2.912 -5.641
O 0.939 1.843 -5.996
O 2.098 2.649 -3.254
H 3.499 3.203 -4.509
H 3.067 1.535 -4.627
H 2.293 3.239 -6.522
H 1.134 3.758 -5.320
H 0.120 2.180 -6.368
H 2.133 3.577 -3.013
*
```

For the highest occupied orbital energy, the calculation gives -0.5230 hartree. Its energy is -34203.484 eV.